1) C4H4Cl2O | wB97M-V/def2-TZVPD

2S+1: 1
HOMO-LUMO gap: 10.28 eV
SMILES: C=CC(Cl)(Cl)C=O
Total charge: 0

Last column: Löwdin charge in e.
Atoms and positions in Å:
C -0.61359 -0.18278 0.53637  -1.107
C 0.44670 -0.99534 -0.16187  -0.265
C 1.28221 -0.44684 -1.09282  0.012
C -0.70701 1.36271 0.60524  -0.395
H 0.35857 -2.18459 0.11317  0.160
H 2.07387 -1.04194 -1.52169  0.047
H 1.50771 0.70672 -1.11202  0.106
H -1.49494 1.95608 1.02333  0.118
O 0.26918 1.88139 0.21409  0.057
Cl -2.00918 -0.33335 -0.70819  0.584
Cl -1.11352 -0.72207 2.10439  0.684


2) C4H4Cl2O | wB97M-V/def2-TZVPD

2S+1: 1
HOMO-LUMO gap: 10.19 eV
SMILES: ClC1(Cl)C=COC1
Total charge: 0

Last column: Löwdin charge in e.
Atoms and positions in Å:
C 0.60077 0.17230 0.52850  -1.072
C 0.41643 0.46353 -1.04183  -0.262
C -1.38030 -0.60614 -0.17935  -0.102
C -0.63811 -0.52296 0.95323  -0.155
H 0.67521 1.75222 -1.10865  0.183
H 1.32088 -0.11764 -1.59568  0.119
H -2.31547 -1.13318 -0.44834  0.142
H -0.79588 -0.81372 2.07396  0.152
O -0.88013 0.02921 -1.29161  -0.089
Cl 0.84940 1.64382 1.60944  0.545
Cl 2.14721 -0.86747 0.50033  0.539


Which of them is the most stable? Correct choice: 2).


1) C2H9N2O | wB97M-V/def2-TZVPD

2S+1: 1
HOMO-LUMO gap: 7.68 eV
Total charge: -1

Last column: Löwdin charge in e.
Atoms and positions in Å:
C -1.45892 -1.57206 0.67690  -0.369
O -0.09346 -1.54760 0.44033  -0.405
H -2.02364 -0.93006 -0.02770  0.037
H -1.86652 -2.59613 0.59214  0.037
H -1.72695 -1.19636 1.68180  0.040
N 0.79897 0.80138 0.85618  -0.076
C 1.35525 1.16486 -0.44022  -0.434
N 0.60917 0.69324 -1.61701  -0.038
H 0.12865 1.49418 1.15800  0.000
H 0.39257 -0.28889 0.76350  -0.002
H 1.46769 2.24980 -0.50805  0.075
H 2.33710 0.68393 -0.51826  0.076
H 0.29834 -0.23686 -1.34352  0.024
H -0.21825 1.28058 -1.71410  0.034


2) C2H9N2O | wB97M-V/def2-TZVPD

2S+1: 1
HOMO-LUMO gap: 6.85 eV
Total charge: -1

Last column: Löwdin charge in e.
Atoms and positions in Å:
C -0.28931 -0.54891 -1.15941  -0.536
O -1.47996 -0.58447 -0.47456  -0.400
C 0.73451 0.37765 -0.51888  -0.330
N 1.96381 0.47590 -1.32919  -0.058
H 0.16762 -1.55022 -1.22285  0.067
H -0.39539 -0.20092 -2.24335  0.085
H 0.27066 1.39524 -0.46890  0.107
H 0.91757 0.06744 0.53407  0.092
H 2.52493 1.32496 -1.14687  0.043
H 2.58266 -0.32402 -1.21608  0.039
N -1.50985 0.04591 2.35890  -0.021
H -2.36807 0.56286 2.59512  -0.018
H -1.54557 -0.81696 2.92043  -0.017
H -1.57362 -0.22449 1.37158  -0.053


Which of them is the most stable? Correct choice: 2).


1) C6H9O2 | wB97M-V/def2-TZVPD

2S+1: 1
HOMO-LUMO gap: 7.39 eV
SMILES: C=C(C)CCC(=O)[O-]
Total charge: -1

Last column: Löwdin charge in e.
Atoms and positions in Å:
O -2.26220 1.88494 -1.00779  -0.098
C -2.32347 1.46633 0.17390  -0.763
O -3.04885 1.92733 1.08848  -0.099
C -1.40284 0.29866 0.51660  -0.153
C 0.06582 0.66467 0.25437  -0.171
C 0.96078 -0.54091 -0.02783  -0.370
C 0.84672 -1.66773 0.67277  0.004
C 1.89358 -0.43368 -1.21847  -0.073
H -1.67979 -0.64232 0.03721  0.105
H -1.47634 0.00861 1.55754  0.087
H 0.48419 1.13529 1.14711  0.119
H 0.11941 1.33680 -0.60209  0.099
H 0.16234 -1.70265 1.51280  0.053
H 1.44954 -2.54152 0.44525  0.045
H 2.73661 -1.11467 -1.12798  0.064
H 2.16988 0.61196 -1.31702  0.067
H 1.30463 -0.69110 -2.10486  0.083


2) C6H9O2 | wB97M-V/def2-TZVPD

2S+1: 1
HOMO-LUMO gap: 4.56 eV
Total charge: -1

Last column: Löwdin charge in e.
Atoms and positions in Å:
O -3.36923 0.05457 -0.26050  -0.050
C -2.28456 0.11882 0.36479  -0.759
O -1.79930 1.13257 0.92378  -0.057
C -1.51707 -1.13605 0.44352  0.106
C -0.08442 -1.12141 0.67086  -0.234
C 0.68755 -0.53724 -0.52784  -0.294
C 2.29666 0.82926 0.66960  -0.133
C 2.11142 -0.18020 -0.19557  -0.171
H -1.94170 -2.06421 0.06673  0.110
H 0.37076 -2.06914 0.99438  0.106
H 0.31060 1.94934 -2.53711  0.047
H 0.10557 -0.42676 1.50468  0.111
H 0.22529 0.44270 -0.71138  0.037
H 0.47942 -1.15151 -1.40369  0.098
H 1.41280 1.42802 0.91663  0.046
H 3.19021 1.12146 1.20970  0.009
H -0.19402 1.60977 -2.12857  0.030


Which of them is the most stable? Correct choice: 1).


1) C23H20AsN6OPtS6 | wB97M-V/def2-TZVPD

2S+1: 1
HOMO-LUMO gap: 5.49 eV
Total charge: +1

Last column: Löwdin charge in e.
Atoms and positions in Å:
Pt -0.15009 0.00327 0.04141  0.659
N 0.45961 -4.27217 0.00127  0.146
C 1.45578 -4.74307 0.90140  -0.221
C 1.66612 -6.10388 1.02017  -0.011
C 2.63116 -6.58972 1.89459  -0.060
C 3.39288 -5.70903 2.63988  -0.062
C 3.18448 -4.33982 2.51730  -0.086
C 2.21492 -3.86166 1.65744  -0.432
S 1.95478 -2.10792 1.55089  0.987
N 0.74356 -1.99392 0.36253  -0.388
C 0.19333 -2.97508 -0.24553  -0.336
C -0.77012 -2.64054 -1.31260  -0.187
C -1.21453 -3.54807 -2.24907  0.021
C -2.05309 -3.11522 -3.26847  -0.009
C -2.41096 -1.78537 -3.32546  0.006
C -1.94658 -0.93293 -2.33404  -0.129
N -1.15706 -1.35932 -1.34814  -0.039
H -0.04176 -4.97598 -0.50877  0.132
H 1.07201 -6.79051 0.42473  0.121
H 2.78117 -7.65722 1.98280  0.115
H 4.14455 -6.08076 3.32315  0.115
H 3.77649 -3.63998 3.09697  0.116
H -0.90787 -4.58457 -2.22653  0.119
H -2.40683 -3.81833 -4.01143  0.127
H -3.03021 -1.39640 -4.12016  0.128
H -2.21169 0.11324 -2.32820  0.022
S -0.20299 2.19433 -4.15976  -0.043
As 0.27480 2.20916 -2.14025  -0.471
S -1.46856 1.77338 -0.81746  0.193
S 1.48382 0.43654 -1.59406  0.125
S 1.09536 3.97712 -1.33891  0.039
S 1.07200 1.12008 1.71281  0.622
C 0.03094 2.40848 2.28666  -0.643
N -0.13526 3.49559 1.51039  0.015
C -0.86750 4.54742 1.86312  -0.036
C -1.46745 4.59062 3.10052  -0.015
C -1.28978 3.51463 3.95663  -0.011
C -0.54633 2.41761 3.54597  -0.059
H 0.35005 3.52832 0.55442  -0.055
H -0.94550 5.33561 1.12546  0.145
H -2.04859 5.45152 3.39842  0.122
H -1.74203 3.52857 4.94077  0.127
H -0.40093 1.55995 4.18859  0.111
N -5.74689 -1.23025 4.47142  0.192
C -4.55488 -0.62412 4.67970  -0.503
O -4.24554 -0.05509 5.70346  0.092
C -3.58359 -0.66844 3.52475  -0.112
C -3.95513 -0.34886 2.22628  0.021
C -2.97460 -0.27464 1.25479  -0.132
N -1.69138 -0.54011 1.51796  -0.093
C -1.33767 -0.89357 2.76047  -0.138
C -2.25103 -0.94821 3.79110  0.026
H -6.41068 -1.25416 5.22790  0.124
H -5.95269 -1.74512 3.63533  0.107
H -4.98226 -0.12076 1.97251  0.128
H -3.20941 0.02207 0.24008  0.071
H -0.29012 -1.11555 2.92164  0.063
H -1.93718 -1.18672 4.79872  0.136


2) C23H20AsN6OPtS6 | wB97M-V/def2-TZVPD

2S+1: 1
HOMO-LUMO gap: 5.61 eV
Total charge: +1

Last column: Löwdin charge in e.
Atoms and positions in Å:
Pt 0.05192 0.01711 0.01701  0.720
N 0.07897 -3.82987 1.91595  0.147
C 1.23611 -4.63156 1.72754  -0.233
C 1.17266 -6.00361 1.88600  -0.006
C 2.31895 -6.76733 1.71158  -0.057
C 3.51211 -6.16008 1.35322  -0.063
C 3.55948 -4.78607 1.15469  -0.084
C 2.42161 -4.02389 1.35808  -0.444
S 2.47354 -2.26732 1.17046  0.997
N 0.83463 -1.92717 0.78113  -0.381
C -0.10948 -2.66575 1.25706  -0.354
C -1.49986 -2.18136 1.09194  -0.215
C -2.59678 -3.00729 1.15002  0.021
C -3.86618 -2.45208 1.03003  0.000
C -3.98269 -1.08856 0.88747  0.007
C -2.83458 -0.31431 0.81319  -0.118
N -1.61132 -0.84951 0.89411  -0.111
H -0.72778 -4.28442 2.30875  0.141
H 0.23170 -6.47619 2.14285  0.121
H 2.27230 -7.83851 1.85074  0.115
H 4.40779 -6.75123 1.22232  0.114
H 4.48574 -4.30528 0.86523  0.112
H -2.47647 -4.07720 1.24640  0.125
H -4.74237 -3.08573 1.04962  0.128
H -4.94613 -0.60832 0.80042  0.130
H -2.88556 0.75076 0.66694  0.050
S -3.53963 0.94031 -3.01039  -0.041
As -1.50937 1.03193 -2.70367  -0.443
S -1.11776 1.86773 -0.60523  0.199
S -0.67611 -0.93874 -1.95068  0.155
S -0.18232 1.94194 -4.00458  -0.024
S 0.85696 0.88347 2.18132  0.610
C 1.52439 2.43165 1.74381  -0.695
N 2.86998 2.52291 1.62805  0.076
C 3.53831 3.64581 1.30002  -0.037
C 2.84062 4.79796 1.06225  -0.019
C 1.44903 4.76514 1.17290  0.002
C 0.79536 3.59628 1.51352  -0.095
H 3.38511 1.66698 1.80064  0.154
H 4.61346 3.56841 1.22851  0.145
H 3.36806 5.70233 0.79833  0.127
H 0.87461 5.66396 0.98868  0.132
H -0.27941 3.55306 1.59904  0.095
N 6.35931 1.27830 -2.95725  0.191
C 5.47161 2.12139 -2.38656  -0.489
O 5.72459 3.27491 -2.10577  0.076
C 4.11293 1.55710 -2.03396  -0.099
C 3.83790 0.20533 -1.86497  0.025
C 2.60581 -0.17239 -1.38120  -0.148
N 1.65782 0.72007 -1.05045  -0.161
C 1.87877 2.01695 -1.31948  -0.193
C 3.09649 2.46027 -1.79601  0.017
H 7.25164 1.65951 -3.22647  0.125
H 6.09295 0.38900 -3.33814  0.103
H 4.56597 -0.56828 -2.06537  0.121
H 2.35192 -1.21242 -1.26599  0.065
H 1.06607 2.69701 -1.12665  0.029
H 3.25754 3.51266 -1.98029  0.136


Which of them is the most stable? Correct choice: 1).


1) C4H7F | wB97M-V/def2-TZVPD

2S+1: 1
HOMO-LUMO gap: 9.69 eV
Total charge: 0

Last column: Löwdin charge in e.
Atoms and positions in Å:
C 1.03426 0.04618 1.27402  -0.217
C -0.48719 -0.02976 0.71823  -0.347
C -0.19672 0.31783 -0.67932  -0.252
C -1.07367 -0.24716 -1.63897  -0.054
H 1.45075 -1.11396 2.04504  0.130
H 2.12936 0.01841 0.34432  0.147
H 1.00662 1.09682 2.13661  0.123
H -1.21955 0.57124 1.29544  0.106
H -0.80982 -1.14934 0.50709  0.131
H 0.98759 0.98756 -1.38456  0.254
H -2.13474 -1.15412 -1.77043  0.220
F -0.68687 0.65629 -2.84746  -0.241


2) C4H7F | wB97M-V/def2-TZVPD

2S+1: 1
HOMO-LUMO gap: 10.09 eV
SMILES: C/C=C(\C)F
Total charge: 0

Last column: Löwdin charge in e.
Atoms and positions in Å:
C -2.05057 0.12741 -0.00242  -0.086
C -0.73144 -0.57030 0.06442  -0.118
C 0.49616 -0.09672 0.05702  -0.397
C 0.91795 1.33398 -0.02494  0.007
H -2.74715 -0.40315 -0.70307  0.096
H -1.77792 1.10338 -0.36346  0.056
H -2.41793 0.13568 0.96983  0.049
H -0.75675 -1.64662 -0.26152  0.128
H 0.02412 1.86215 0.03803  0.050
H 1.59008 1.63246 0.75210  0.083
H 1.40964 1.56566 -0.89052  0.058
F 1.43148 -1.00176 -0.01176  0.072


Which of them is the most stable? Correct choice: 2).


1) Cl2H2NO2PS | wB97M-V/def2-TZVPD

2S+1: 1
HOMO-LUMO gap (spin up / spin down): 4.47 / 4.45 eV
Total charge: 0

Last column: Löwdin charge in e.
Atoms and positions in Å:
N -1.42404 -0.66774 -0.39558  -0.128
O 0.51099 0.86565 -1.34276  -0.406
O 0.51161 0.31286 1.07455  -0.416
P -0.25037 0.51810 -0.17842  -0.122
S 3.70029 -1.39342 1.05460  0.394
Cl -1.72447 2.00673 0.23661  0.228
Cl 2.60330 -0.48713 -0.25560  0.405
H -2.19476 -0.25186 -0.79406  -0.034
H -1.73257 -0.90319 0.60066  0.081


2) Cl2H2NO2PS | wB97M-V/def2-TZVPD

2S+1: 1
HOMO-LUMO gap: 8.05 eV
Total charge: 0

Last column: Löwdin charge in e.
Atoms and positions in Å:
N 0.31178 1.25464 0.74175  -0.100
O -0.40514 -0.60031 -1.30923  -0.797
O 0.89352 -1.50586 0.38724  -0.704
P -0.32697 -0.56420 0.32777  0.030
S -1.87668 -1.42807 1.13261  0.293
Cl -1.72385 0.34381 -1.98308  0.603
Cl 2.37470 -0.83277 -0.27368  0.678
H -0.46406 1.94037 0.67384  0.031
H 1.21669 1.39241 0.30276  -0.034


Which of them is the most stable? Correct choice: 1).